Molecular formula: C36H53BCl3CrN11O3S4Se
Method: DFT, the ωB97M-V functional and the def2-TZVPD basis

Structure (XYZ):
```
113
Properties=species:S:1:pos:R:3:forces:R:3
Cr -0.397280 0.153899 0.210345 0.046 -0.309 -0.089
C 2.277771 2.782360 2.936630 -0.028 0.005 0.010
C 3.682679 2.324777 2.550123 0.023 0.018 0.049
C 4.154600 1.171420 3.434098 -0.004 0.013 0.006
C 4.643392 3.500165 2.728528 0.003 0.011 0.005
N 3.713173 1.907879 1.113991 -0.089 -0.019 -0.053
C 4.515431 2.494304 0.151598 0.075 0.012 -0.016
C 4.299567 1.843490 -1.003260 -0.010 -0.019 -0.028
N 3.365270 0.855460 -0.769990 -0.024 0.044 0.001
B 2.950921 -0.056797 -1.935908 0.037 0.016 0.012
N 2.564564 -1.515740 -1.546433 0.025 -0.049 -0.010
C 3.567435 -2.438556 -1.335979 0.006 0.024 0.000
C 3.015529 -3.663609 -1.301142 -0.017 -0.030 0.011
N 1.649109 -3.507660 -1.482429 0.048 0.051 -0.059
C 1.390701 -2.173526 -1.609418 0.004 -0.043 0.007
S -0.147947 -1.440182 -1.739958 -0.028 0.138 0.000
C 0.706274 -4.630921 -1.775361 -0.040 -0.031 0.024
C -0.482977 -4.644580 -0.817060 -0.008 -0.075 0.003
C 1.453127 -5.953260 -1.612559 -0.005 -0.007 -0.007
C 0.249558 -4.496704 -3.228468 -0.006 0.002 0.000
N 1.931293 0.614767 -2.891610 -0.133 -0.014 0.011
C 2.023287 0.355241 -4.240124 0.041 0.007 -0.001
C 1.113619 1.108781 -4.877680 -0.019 -0.003 -0.024
N 0.439484 1.843033 -3.915642 0.032 -0.023 0.076
C 0.938852 1.506827 -2.687726 0.085 0.062 -0.060
S 0.425606 2.113303 -1.160381 -0.036 -0.027 -0.115
C -0.570367 2.894950 -4.244029 0.023 0.019 -0.023
C -0.056063 4.252415 -3.766118 -0.020 -0.011 0.015
C -1.917699 2.555211 -3.619527 -0.065 -0.024 0.018
C -0.752107 2.950084 -5.759869 -0.006 0.024 -0.018
C 2.990503 0.915106 0.525145 0.081 -0.056 0.057
S 1.874805 -0.112557 1.309362 0.006 0.084 0.038
H 2.337358 3.329465 3.878048 -0.018 0.005 0.030
H 1.614143 1.935371 3.094578 -0.048 -0.024 -0.025
H 1.867593 3.449250 2.173346 -0.001 -0.012 0.001
H 4.188339 1.515043 4.468831 0.006 0.001 0.004
H 5.156652 0.850143 3.137929 -0.002 -0.005 -0.004
H 3.467115 0.329642 3.403162 -0.022 -0.020 -0.018
H 4.620390 3.786071 3.778659 -0.001 -0.002 0.005
H 4.340864 4.368796 2.140497 -0.001 -0.001 -0.001
H 5.672191 3.232346 2.480081 -0.002 0.004 0.005
H 5.176761 3.310735 0.362193 -0.013 -0.005 -0.011
H 4.733184 1.985947 -1.976433 0.004 0.013 -0.004
H 3.950391 -0.182669 -2.607801 0.010 -0.011 0.001
H 4.593430 -2.135605 -1.231128 0.008 0.001 -0.002
H 3.476215 -4.619873 -1.151551 0.011 0.005 -0.005
H -0.150725 -4.821493 0.204133 -0.031 -0.007 -0.062
H -1.151026 -5.454511 -1.117287 -0.003 -0.006 -0.027
H -1.029957 -3.706920 -0.833487 0.000 -0.011 0.006
H 1.839609 -6.074149 -0.599124 0.001 0.003 0.004
H 2.269469 -6.059718 -2.328368 0.007 0.004 0.002
H 0.743915 -6.760226 -1.793276 -0.002 -0.001 -0.006
H -0.310786 -3.575725 -3.379039 0.002 0.000 0.003
H -0.393036 -5.340364 -3.484427 -0.003 -0.005 -0.001
H 1.111626 -4.502112 -3.898972 0.005 0.005 -0.006
H 2.746737 -0.339260 -4.626768 -0.001 -0.006 -0.007
H 0.897967 1.185875 -5.924347 0.018 -0.019 0.014
H 0.073873 4.267125 -2.686688 0.009 -0.008 0.007
H -0.778077 5.023685 -4.037741 -0.003 0.003 -0.006
H 0.897695 4.485852 -4.243493 0.006 -0.001 0.003
H -1.875926 2.615149 -2.538810 0.016 -0.053 0.096
H -2.239936 1.556412 -3.924675 0.005 0.004 0.014
H -2.666748 3.271991 -3.957874 0.001 -0.001 -0.016
H 0.167133 3.233437 -6.274562 -0.001 -0.009 -0.002
H -1.501442 3.710495 -5.974748 0.002 0.009 0.001
H -1.117082 2.003565 -6.161530 -0.008 0.009 0.001
Cl -0.800021 3.319806 4.829806 0.050 -0.055 -0.039
C -1.580447 3.391944 3.251211 -0.135 0.026 0.144
Cl -1.166219 4.927043 2.440238 -0.001 -0.029 -0.030
Cl -3.329791 3.244694 3.409855 0.026 0.056 -0.014
C -1.106797 2.314795 2.383848 0.086 -0.249 -0.274
N -0.819289 1.515237 1.613988 -0.048 0.533 0.243
N -2.344269 0.316941 -0.774039 -0.044 0.003 0.010
C -3.421566 1.205441 -0.391988 -0.063 0.028 -0.097
C -3.183429 2.564329 -0.211435 0.026 -0.034 -0.128
C -4.216139 3.395099 0.183770 0.022 0.015 -0.001
C -5.483860 2.882792 0.428765 -0.032 0.052 -0.020
C -5.721500 1.534635 0.238054 -0.007 -0.046 0.035
C -4.694199 0.697411 -0.183839 0.027 0.017 0.072
S -6.774774 3.991709 1.007743 -0.033 -0.048 -0.143
O -7.924882 3.127512 1.222125 0.023 0.019 0.018
O -6.203631 4.560017 2.221057 0.036 -0.008 0.069
O -6.923648 4.943875 -0.083112 0.006 -0.002 0.069
H -2.028685 0.520203 -1.719889 -0.052 0.110 -0.009
H -2.701213 -0.635688 -0.794530 0.055 -0.004 0.006
H -2.191884 2.963140 -0.385192 0.050 -0.013 0.058
H -4.040283 4.452029 0.339316 -0.003 0.017 -0.012
H -6.714883 1.152592 0.432878 -0.004 0.004 -0.006
H -4.879757 -0.363229 -0.326291 0.004 -0.003 -0.009
Se 0.603605 -0.484786 4.626506 0.049 0.009 0.000
C 0.758668 -4.637120 2.978118 -0.008 -0.002 -0.004
C 1.473111 -3.546793 2.207561 0.016 0.010 0.032
N 0.487834 -2.802292 1.440602 -0.009 0.027 0.051
C -0.667072 -2.351928 2.015750 0.056 0.056 0.010
N -1.237449 -1.279005 1.514532 -0.019 -0.071 0.053
C -2.409464 -0.781690 2.246134 -0.016 -0.006 0.022
C -3.274613 -1.905297 2.775277 -0.012 -0.005 -0.011
C -2.406377 -2.734065 3.691129 -0.018 -0.006 0.014
N -1.204384 -3.149599 2.985077 -0.023 -0.047 -0.021
C -0.337312 -3.994653 3.802390 -0.002 0.007 0.009
H 1.454965 -5.158157 3.637158 0.002 0.008 0.008
H 0.331057 -5.369855 2.287115 0.004 -0.009 0.018
H 2.196930 -3.962925 1.502275 0.000 0.003 0.004
H 2.002769 -2.882485 2.900304 0.004 -0.006 -0.005
H 0.886106 -2.109465 0.823043 0.005 0.018 0.040
H -2.987258 -0.127822 1.597874 0.016 -0.006 0.024
H -2.058763 -0.188430 3.097346 0.001 -0.013 0.001
H -3.661985 -2.517626 1.954850 0.010 -0.004 -0.007
H -4.125667 -1.500980 3.325429 0.008 0.012 0.002
H -2.919291 -3.640912 4.023375 0.008 -0.004 -0.003
H -2.119270 -2.150284 4.574135 -0.003 0.003 -0.006
H -0.973173 -4.756709 4.258810 -0.004 -0.002 -0.004
H 0.098177 -3.372602 4.594389 0.002 -0.012 -0.001
```
Positions in Å, forces in eV/Å.

## Properties
**HOMO (alpha / beta)**: -0.152 / -0.138 Eh
**E_LUMO (alpha / beta)**: 0.063 / 0.063 Eh
**Energy**: -236086.1544 eV
**Charge**: -1
**2S+1**: 4

Here are the Mulliken charges for atoms 1 to 8, given in e: atom 1 (Cr): 0.289, atom 2 (C): -0.974, atom 3 (C): 1.481, atom 4 (C): -1.390, atom 5 (C): -2.431, atom 6 (N): 0.667, atom 7 (C): -0.433, atom 8 (C): -1.396